# 1
DFT (the ωB97M-V functional and the def2-TZVPD basis) results for a 2-piece molecular cluster, C4H13N3O overall.

The orbital gap is 9.725 eV. Its energy above the lowest of the compared OMol25 structures with the same formula, charge and spin is 56.8 kcal/mol. The calculation puts the energy at -399.656750 hartree. For the molar mass, the calculation gives 119.168 g/mol. Its SMILES is [H]/N=C(\N)NCCC.O.

```
21
Properties=species:S:1:pos:R:3:forces:R:3:nbo_charge:R:1
O -0.3570 -2.3523 1.2626 -0.5 -1.4 -1.8 -0.979
N 1.9650 -1.4790 -0.3126 -0.1 1.7 -1.8 -0.866
N 0.0503 -0.0978 -0.6489 -0.5 0.7 0.8 -0.719
N 2.1562 0.7067 -1.4382 0.2 -2.7 -0.5 -0.709
C -1.8081 1.4754 0.0114 -0.8 0.5 -0.8 -0.419
C 1.4404 -0.2624 -0.9069 2.7 0.6 0.4 0.576
C -0.3233 1.0863 0.1765 -0.2 0.5 -0.2 -0.221
C -2.5415 1.5704 1.3654 0.6 2.5 1.0 -0.604
H 3.1988 0.4520 -1.7027 -2.7 0.3 1.4 0.350
H -3.3023 2.4121 1.3382 0.8 -1.1 0.4 0.213
H -0.5963 -1.8862 0.3806 0.5 -1.0 1.8 0.500
H -0.0778 0.8630 1.2290 -0.3 -0.1 -0.4 0.194
H 2.5136 -2.0008 -0.9812 0.2 -0.1 0.4 0.379
H -3.0202 0.6414 1.4865 -1.0 -1.0 0.4 0.203
H -1.9502 2.4073 -0.7434 0.4 -2.1 2.0 0.208
H -0.4040 -3.3608 1.1341 -0.1 2.5 0.0 0.476
H -0.5339 -0.1516 -1.4741 0.4 0.2 -0.2 0.393
H -1.8823 1.6497 2.2984 -0.7 0.4 -1.4 0.206
H -2.4460 0.6535 -0.3643 1.0 0.2 -1.0 0.202
H 1.3350 -2.0101 0.2713 -0.2 0.0 -0.2 0.411
H 0.2147 2.0215 -0.0543 0.4 -0.7 -0.3 0.204
```
Positions in Å, forces in eV/Å.

# 2
DFT (the ωB97M-V functional and the def2-TZVPD basis) results for C26H44EuGeN3P2S5SbSe as an isolated structure.

The orbital gap (spin up / spin down) is 5.650 / 5.668 eV. Its energy above the lowest of the compared OMol25 structures with the same formula, charge and spin is 0.0 kcal/mol. The calculation puts the energy at -9284.174647 hartree. For the molar mass, the calculation gives 1046.236 g/mol. As for the net charge: -1. Its spin multiplicity is 7.

```
84
Properties=species:S:1:pos:R:3:forces:R:3:lowdin_spin:R:1
Eu 1.9836 -0.7320 0.1778 0.1 -0.2 0.4 6.120
Sb 4.7662 -2.5892 1.6360 -0.2 0.0 0.3 -0.001
Se 1.6563 2.2374 1.1841 -0.2 -0.6 -0.2 -0.014
Ge -0.2727 2.1577 2.4693 0.3 0.5 0.2 -0.001
S -0.8219 1.3757 -1.4598 -0.3 -0.1 0.0 0.000
S 3.7952 -2.5490 -0.5608 0.0 0.0 -0.4 -0.043
S 5.0858 -4.7792 2.2345 0.0 0.5 -0.1 -0.001
S 2.7253 -1.6940 2.5797 -0.2 0.1 0.0 -0.044
S 6.3170 -0.9041 1.8379 -0.2 -0.4 -0.2 0.001
P 0.6013 -2.4879 -2.4627 -0.2 -0.3 -0.2 -0.002
P 0.0835 -3.1972 0.6901 -0.2 -0.2 -0.5 -0.005
N 0.9630 2.3282 -3.4931 0.0 -0.1 0.1 0.000
N 3.3995 0.6020 -1.4851 0.8 0.2 -0.1 -0.006
N 0.7571 0.7959 -1.7201 -0.1 -0.1 0.0 -0.004
C -0.3377 2.2187 -3.9903 -1.0 -0.3 0.4 0.000
C -2.9341 1.8235 -4.9099 -0.1 -0.1 0.5 0.000
C 4.7299 0.4815 -1.3527 -0.5 -0.3 0.5 0.001
C 1.4523 1.3853 -2.6085 0.7 0.0 -0.2 0.001
C 0.1589 -1.6925 -4.0779 0.5 0.1 0.8 0.000
C 1.1370 -4.6665 0.9292 0.3 0.7 1.0 -0.001
C 2.9267 1.1062 -2.6237 0.0 0.3 -0.3 0.000
C -1.3091 1.6877 -3.1250 -0.1 0.4 -0.4 0.000
C -0.6996 2.5720 -5.2796 0.9 -0.2 0.0 0.000
C 5.6320 0.8070 -2.3425 0.5 0.2 -0.4 0.000
C -1.6581 3.2971 1.6116 -0.6 -1.6 -0.8 0.000
C -3.0578 3.2367 2.2500 -0.5 0.4 -0.4 0.000
C -2.0425 -0.2972 6.2583 -0.3 -1.2 1.1 0.000
C -0.9646 0.3158 2.6006 0.2 -0.3 -0.5 0.000
C 3.7597 1.4406 -3.6939 -0.1 -0.2 0.8 0.000
C 1.1612 -4.1762 -2.9889 -0.3 0.4 0.3 0.000
C -1.1405 -0.0526 5.1020 0.9 0.0 -0.4 0.000
C -3.3794 4.3610 3.2398 -0.4 -0.1 -0.3 0.000
C -1.0464 -3.2835 2.1113 -0.3 -0.5 -0.1 -0.001
C 5.1453 1.2942 -3.5330 -1.2 0.0 -0.8 0.000
C -1.1036 -2.8447 -1.8237 0.1 0.5 0.4 0.000
C -1.8604 -0.0150 3.7805 -1.0 0.1 -0.1 0.000
C -2.3725 4.5567 4.3552 -0.1 -0.1 0.4 0.000
C -1.9794 2.3673 -5.7350 -0.3 0.1 0.3 0.000
C -2.6070 1.5056 -3.5871 -0.2 -0.6 -0.1 0.000
C -1.0927 -3.8188 -0.6230 -0.4 0.6 -0.2 -0.001
H -0.3023 -0.7696 5.0765 -0.3 0.0 -0.1 0.000
H -1.6981 2.9327 0.5479 0.0 0.3 1.0 0.000
H -3.2142 2.3064 2.7830 0.1 -0.4 0.0 0.000
H -1.4820 -1.8422 -1.5114 0.1 -0.6 0.0 0.000
H -0.6636 0.9068 5.2464 0.3 0.4 0.0 0.000
H -1.7556 -3.1752 -2.6221 -0.2 -0.3 -0.3 0.000
H 2.1572 -4.0412 -3.4141 -0.1 -0.2 -0.1 0.000
H 1.6091 2.7723 -4.1126 0.4 0.1 0.0 0.000
H -0.4660 -3.2109 3.0167 0.1 0.1 0.4 0.000
H 6.6973 0.6388 -2.2088 -0.2 0.1 0.2 0.000
H -3.9076 1.6376 -5.3360 -0.2 0.0 0.3 0.000
H -1.4697 -0.2651 7.1939 -0.2 0.2 -0.1 0.000
H -2.6923 0.7149 3.8595 0.4 -0.1 0.0 0.000
H -3.5246 5.3012 2.6893 0.1 -0.1 0.1 0.000
H 3.3045 1.7597 -4.6185 0.2 0.1 -0.2 0.000
H -1.3847 4.8678 4.0059 -0.1 0.0 0.0 0.000
H 1.2659 -4.7692 -2.0666 0.0 0.0 -0.5 0.000
H 1.1029 -1.4327 -4.5622 -0.1 0.0 -0.2 0.000
H -0.0260 2.7173 3.9292 -0.1 -0.2 -0.5 0.000
H 1.7842 -4.8041 0.0768 0.2 -0.1 -0.3 0.000
H -1.6023 -4.2225 2.0743 0.3 -0.2 0.2 0.000
H 0.5676 -5.5676 1.1660 0.0 0.1 0.0 0.000
H 0.0528 2.9180 -5.9688 0.2 0.3 -0.1 0.000
H -1.4758 0.1026 1.6484 0.0 0.1 0.1 0.000
H -2.2597 2.6460 -6.7253 0.0 0.1 -0.6 0.000
H -0.8379 -4.8406 -0.9207 0.2 0.2 -0.1 0.000
H -2.7582 5.3079 5.0494 0.2 0.1 0.0 0.000
H -0.3495 -0.7655 -3.7951 -0.1 -0.1 -0.3 0.000
H -2.2514 3.6322 4.9317 0.1 0.1 -0.1 0.000
H 1.8026 -4.3769 1.7664 -0.2 -0.4 -0.3 0.000
H -2.1034 -3.8853 -0.1817 0.3 0.1 -0.2 0.000
H 0.4571 -4.6504 -3.7015 0.4 0.2 0.4 0.000
H -1.8170 -2.5265 2.0787 0.1 0.6 0.0 0.000
H -2.8466 0.4307 6.3112 -0.1 0.1 0.0 0.000
H -0.4519 -2.3134 -4.7227 -0.2 -0.1 -0.1 0.000
H 5.7459 1.5402 -4.3977 0.4 -0.1 0.2 0.000
H -1.2925 4.2895 1.5373 0.4 1.1 0.0 0.000
H -4.3558 4.1063 3.6872 0.2 0.2 -0.1 0.000
H -2.4931 -1.3133 6.2417 0.1 0.5 -0.2 0.000
H 5.0756 0.0930 -0.4036 0.2 -0.1 0.1 0.000
H -0.0864 -0.3494 2.6000 -0.1 0.1 0.2 0.000
H -2.4003 -0.9610 3.6281 0.2 -0.1 0.0 0.000
H -3.8674 3.2518 1.4819 0.6 0.0 0.3 0.000
H -3.3437 1.0349 -2.9297 0.2 0.3 -0.2 0.000
```
Positions in Å, forces in eV/Å.